{
  "formula": "C48H54BrMnN11O3",
  "method": "wB97M-V/def2-TZVPD",
  "symbols": ["Mn", "C", "N", "C", "C", "C", "N", "C", "C", "H", "H", "H", "H", "H", "H", "H", "H", "H", "H", "H", "H", "H", "H", "H", "H", "C", "O", "C", "C", "C", "C", "C", "C", "C", "N", "C", "C", "N", "C", "C", "C", "C", "N", "C", "C", "N", "C", "C", "C", "C", "H", "H", "H", "H", "H", "H", "H", "H", "H", "H", "H", "H", "H", "H", "C", "C", "C", "C", "H", "H", "H", "H", "H", "H", "H", "H", "H", "C", "C", "N", "C", "C", "N", "C", "N", "N", "N", "C", "C", "C", "C", "C", "C", "H", "H", "H", "H", "H", "H", "H", "H", "H", "H", "H", "Br", "C", "C", "C", "C", "C", "C", "C", "O", "O", "H", "H", "H", "H"],
  "positions_angstrom": [[-0.06169, -1.88788, -0.45157], [-0.71903, -0.71340, 3.05161], [-1.08632, -1.81114, 2.15944], [-2.52300, -1.72978, 1.89382], [-0.78594, -3.06869, 2.85803], [-0.77802, -4.28351, 1.94910], [0.40739, -4.34572, 1.09167], [1.58399, -4.68445, 1.88225], [0.20927, -5.38650, 0.08410], [-1.18564, -0.83583, 4.04142], [-1.05207, 0.23916, 2.64382], [0.36323, -0.68244, 3.18348], [-3.09922, -1.76946, 2.83206], [-2.84232, -2.54767, 1.25240], [-2.74225, -0.78149, 1.40024], [-1.52591, -3.22025, 3.66088], [0.18397, -2.95778, 3.34546], [-1.66189, -4.28023, 1.31199], [-0.83046, -5.19127, 2.57569], [1.38234, -5.53744, 2.54827], [1.92272, -3.84450, 2.48752], [2.39992, -4.97071, 1.22081], [1.02504, -5.36172, -0.63552], [-0.72241, -5.20912, -0.44568], [0.16999, -6.38622, 0.54423], [6.97667, 8.56811, 5.96156], [7.36865, 7.22460, 5.74952], [6.50730, 6.39897, 5.09842], [5.23293, 6.76186, 4.67479], [4.44121, 5.82890, 4.01724], [4.89295, 4.53915, 3.77688], [6.17429, 4.18846, 4.21168], [6.97005, 5.10183, 4.86254], [4.08495, 3.53764, 3.07960], [4.49996, 2.33611, 2.74949], [3.43161, 1.74512, 2.12685], [2.35777, 2.60097, 2.07658], [2.78860, 3.75433, 2.69028], [1.11105, 2.26173, 1.46989], [0.00431, 3.11247, 1.37400], [-1.13227, 2.65799, 0.74663], [-1.13598, 1.36394, 0.21798], [-0.11065, 0.53890, 0.29629], [1.00485, 0.96651, 0.92055], [2.12255, 0.03509, 1.00235], [1.92901, -1.20063, 0.49103], [2.94409, -2.04182, 0.48263], [4.19983, -1.73523, 1.01789], [4.39869, -0.49643, 1.58361], [3.34232, 0.42354, 1.57541], [7.82180, 9.05659, 6.43907], [6.10590, 8.62747, 6.61962], [6.75541, 9.06909, 5.01577], [4.84844, 7.75445, 4.84724], [3.45641, 6.14189, 3.69409], [6.52718, 3.18439, 4.02534], [7.96096, 4.83827, 5.20234], [2.24922, 4.58358, 2.86156], [0.04452, 4.11327, 1.78479], [-2.01192, 3.27827, 0.64509], [-2.01262, 0.99042, -0.28868], [2.74509, -2.99068, 0.01340], [4.98807, -2.47360, 0.98062], [5.34398, -0.20795, 2.02125], [3.21758, -3.85997, -2.31295], [1.82920, -3.57274, -2.88744], [1.94823, -3.45474, -4.41272], [1.13731, -2.34181, -2.28840], [3.75908, -4.57546, -2.93528], [3.17159, -4.29298, -1.31238], [3.81461, -2.94582, -2.26063], [1.21307, -4.45266, -2.69009], [2.57006, -2.59392, -4.67533], [0.96566, -3.30628, -4.86197], [2.39492, -4.34532, -4.86223], [0.29725, -2.12895, -2.96282], [1.84038, -1.49555, -2.40564], [-3.76130, -0.19000, -1.45799], [-2.67597, -0.02348, -2.45879], [-1.40942, -0.28210, -2.24768], [-0.73397, 0.14591, -3.36554], [-1.61147, 0.64939, -4.27038], [-2.85552, 0.55254, -3.68027], [-4.09770, 0.94675, -4.29801], [-4.85643, 1.78880, -3.40927], [-6.12008, 1.46990, -3.05520], [-6.56230, 2.32032, -2.21264], [-5.56717, 3.24265, -1.96707], [-5.53628, 4.34924, -1.11254], [-4.36655, 5.06959, -1.06456], [-3.24305, 4.70692, -1.84008], [-3.25610, 3.62163, -2.68637], [-4.45562, 2.90365, -2.73833], [-3.46420, -0.96449, -0.75631], [-4.70634, -0.46675, -1.91625], [-3.92687, 0.74215, -0.90693], [0.32961, 0.02621, -3.45598], [-1.47991, 1.05168, -5.25805], [-4.73092, 0.09472, -4.55552], [-3.84128, 1.49871, -5.20524], [-6.39875, 4.61439, -0.51868], [-4.29876, 5.93502, -0.41942], [-2.34257, 5.30197, -1.76451], [-2.38838, 3.33834, -3.26505], [-1.50372, -5.13425, -3.66849], [-3.15644, -4.22832, -3.51844], [-3.93323, -4.10428, -4.66051], [-5.20290, -3.55546, -4.57144], [-5.70297, -3.18207, -3.33251], [-4.90703, -3.31051, -2.20539], [-3.59942, -3.78273, -2.28125], [-2.76818, -3.76310, -1.00300], [-3.20869, -4.38109, -0.03536], [-1.71079, -3.05489, -1.03014], [-3.54566, -4.45103, -5.60824], [-5.80757, -3.45385, -5.46351], [-6.71286, -2.80587, -3.23844], [-5.30104, -3.05950, -1.22949]],
  "forces_ev_per_angstrom": [[0.1656, -0.3658, -0.5335], [0.0006, -0.0417, 0.0159], [-0.0054, 0.0472, 0.0745], [0.0043, 0.0364, -0.0154], [0.0486, -0.1021, -0.1162], [0.0321, 0.0635, 0.0886], [-0.0491, 0.0203, 0.0134], [0.0134, 0.0670, -0.0595], [-0.0708, 0.0186, -0.0243], [-0.0008, -0.0023, -0.0010], [-0.0064, 0.0051, -0.0010], [0.0211, -0.0045, 0.0137], [-0.0009, 0.0135, -0.0083], [-0.0145, -0.0228, 0.0238], [-0.0095, 0.0159, -0.0023], [0.0255, -0.0243, -0.0084], [0.0315, 0.0279, 0.0071], [0.0510, -0.0400, 0.0670], [-0.0176, 0.0202, 0.0126], [0.0134, -0.0298, 0.0104], [-0.0127, 0.0328, 0.0429], [0.0728, 0.0331, -0.0556], [0.0727, -0.0044, -0.0375], [0.0515, -0.0143, -0.0112], [-0.0144, -0.0111, 0.0077], [-0.0490, -0.0105, -0.0076], [-0.0525, -0.1435, -0.1058], [0.0364, 0.0641, 0.0686], [0.0994, -0.0153, 0.0316], [0.0391, -0.0412, 0.0210], [0.0082, 0.0466, 0.0033], [-0.0108, 0.0218, 0.0092], [-0.0274, 0.0700, 0.0143], [0.0083, -0.0104, -0.0067], [-0.0448, 0.0762, 0.0265], [-0.0957, 0.0340, -0.0296], [0.0373, -0.0917, -0.0078], [0.0350, -0.0791, -0.0041], [-0.0160, -0.0372, -0.0365], [-0.1534, -0.0958, -0.1007], [0.1412, 0.0237, 0.0790], [-0.0320, 0.0260, 0.0182], [0.2245, 0.0600, 0.1266], [-0.1413, 0.0069, -0.0701], [0.0000, -0.2567, -0.0751], [0.2475, 0.3751, 0.4337], [-0.1199, 0.1528, 0.0685], [-0.0041, 0.2118, 0.0829], [-0.0913, -0.1929, -0.1165], [0.0063, -0.0381, -0.0114], [-0.0235, -0.0139, -0.0084], [-0.0048, 0.0055, -0.0100], [0.0009, 0.0063, 0.0061], [-0.0125, 0.0593, 0.0093], [-0.0249, 0.0225, -0.0195], [0.0158, -0.0217, -0.0051], [0.0491, -0.0076, 0.0153], [0.0288, -0.0169, -0.0047], [-0.0121, 0.0345, 0.0127], [-0.0162, 0.0161, 0.0023], [0.1174, 0.0475, 0.0560], [-0.0277, -0.0525, 0.0448], [0.0224, -0.0060, 0.0053], [0.0388, -0.0009, 0.0143], [-0.0612, -0.0557, -0.0281], [0.0291, 0.0069, -0.0654], [-0.0085, 0.0201, 0.0613], [-0.0865, 0.0367, 0.2416], [0.0249, -0.0275, -0.0246], [-0.0175, -0.0299, 0.0470], [0.0366, 0.0590, -0.0079], [-0.0982, -0.1208, 0.0142], [0.0251, 0.0323, -0.0066], [-0.0352, 0.0210, -0.0063], [0.0427, -0.0662, -0.0334], [0.0311, -0.0114, -0.0293], [-0.0032, 0.0710, -0.0889], [-0.0807, -0.0983, -0.0243], [-0.0314, 0.0034, 0.0952], [0.0414, 0.0300, 0.0579], [-0.0716, -0.0691, -0.0783], [0.0780, 0.1223, 0.0501], [0.0095, -0.1451, -0.1972], [0.0240, 0.0355, -0.0275], [-0.1001, 0.2040, 0.0419], [-0.0833, -0.1081, -0.0906], [0.0043, -0.0203, -0.0003], [0.0908, 0.0217, -0.0454], [0.0136, -0.0402, -0.0307], [0.0187, 0.0005, -0.0064], [-0.0059, -0.0059, -0.0032], [-0.0283, 0.0265, 0.0179], [0.0181, -0.0095, 0.0797], [-0.0064, -0.0622, 0.0102], [-0.0604, -0.1076, -0.0081], [-0.0629, -0.0136, -0.0190], [0.0736, -0.0132, -0.0178], [-0.0023, 0.0163, -0.0707], [0.0299, 0.0594, 0.0897], [-0.0597, -0.0919, 0.0183], [-0.0331, 0.0075, 0.0182], [0.0088, 0.0147, 0.0060], [0.0202, 0.0122, 0.0055], [0.0342, -0.0096, -0.0146], [0.1528, 0.0939, 0.0036], [0.0922, 0.0376, 0.0364], [-0.0198, -0.0035, -0.0110], [0.0123, 0.0005, -0.0292], [0.0118, 0.0017, 0.0396], [-0.0288, 0.0373, 0.0424], [0.0026, 0.0690, 0.0246], [0.1437, 0.0623, -0.1068], [-0.2798, -0.1040, 0.0692], [-0.3824, 0.0760, -0.0578], [0.0010, -0.0250, -0.0059], [-0.0107, -0.0145, -0.0007], [-0.0226, 0.0301, -0.0115], [0.0111, 0.0765, 0.0438]],
  "s2": 8.754,
  "e_above_lowest_ev": 0.093,
  "gap_ev": [5.583, 6.322],
  "total_energy_ha": -6414.61260,
  "spin_multiplicity": 6
}

{
  "formula": "C6H10N2",
  "method": "wB97M-V/def2-TZVPD",
  "symbols": ["C", "C", "C", "C", "C", "C", "H", "H", "H", "H", "H", "H", "H", "H", "H", "H", "N", "N"],
  "positions_angstrom": [[-0.88017, -0.14197, 1.47860], [-0.99677, -0.83691, 0.25131], [-0.03894, -1.79998, 0.03148], [1.09485, -1.75708, 0.85283], [1.16456, -0.99510, 1.96652], [-0.17878, 1.46084, -2.02495], [-1.79523, 0.47247, 1.96196], [-1.92984, -0.69672, -0.39289], [-0.07796, -2.49454, -0.75591], [1.87460, -2.62959, 0.83078], [2.11728, -1.20654, 2.51937], [-0.71940, 2.65476, -0.37777], [0.81148, 2.11781, -0.51921], [0.71060, 1.16541, -2.52193], [-0.48392, 0.55494, -1.58085], [-0.84768, 1.85291, -2.87932], [0.08397, -0.24634, 2.25976], [0.09135, 2.52563, -1.09977]],
  "forces_ev_per_angstrom": [[-5.1617, 1.4357, -1.2401], [-1.7593, -0.1311, -0.2274], [0.5039, 1.5311, 0.4487], [1.4337, -3.7872, -0.4360], [0.0435, -0.3478, -0.4987], [-1.4094, 1.3556, -2.3702], [1.8863, -1.2129, -1.6939], [1.5080, -0.3747, 1.0163], [-0.1957, -0.6976, -0.9680], [-1.3343, 1.8508, -0.6088], [-1.4249, 1.2347, 0.4776], [1.6949, -0.3450, -1.9550], [0.4150, 0.4841, 0.4527], [1.2117, 0.1183, -0.5401], [-1.1193, -0.9382, 0.3339], [0.5937, -0.9396, 1.4316], [4.4278, 0.3631, 3.8970], [-1.3136, 0.4007, 2.4804]],
  "e_above_lowest_ev": 2.112,
  "gap_ev": 10.210,
  "smiles": "c1ccncc1.CN",
  "total_energy_ha": -344.05909
}

{
  "formula": "C25H50MnN2P2",
  "method": "wB97M-V/def2-TZVPD",
  "symbols": ["C", "C", "C", "C", "C", "C", "C", "C", "N", "Mn", "C", "P", "H", "H", "H", "H", "H", "H", "H", "H", "C", "C", "H", "C", "C", "H", "H", "H", "H", "H", "H", "H", "H", "H", "H", "H", "H", "H", "H", "C", "C", "C", "C", "P", "N", "C", "C", "C", "C", "C", "C", "C", "C", "H", "H", "H", "H", "H", "H", "H", "H", "H", "H", "H", "H", "H", "H", "H", "H", "H", "H", "H", "H", "H", "H", "H", "H", "H", "H", "H"],
  "positions_angstrom": [[2.30353, -1.98034, -3.85517], [2.17279, -0.59296, -3.79952], [1.47811, 0.02446, -2.75357], [0.94303, -0.75079, -1.71074], [1.06068, -2.15058, -1.78649], [1.75256, -2.76949, -2.83602], [1.30102, 1.51516, -2.78527], [-0.05637, 1.99979, -2.22649], [-1.05651, 2.10397, -3.24308], [0.02899, 0.03641, -0.12868], [0.32247, -2.96733, -0.74680], [-1.17753, -1.93073, -0.30683], [2.57685, 0.04550, -4.58395], [1.80458, -3.85173, -2.85586], [2.80109, -2.44766, -4.68724], [0.91366, -3.10712, 0.17318], [0.00046, -3.94350, -1.11563], [2.08834, 1.99611, -2.16915], [1.42575, 1.87903, -3.81337], [-0.42505, 1.31617, -1.38568], [-2.03376, -2.88458, 0.97599], [-2.19564, -2.21542, -1.79828], [0.07250, 3.00949, -1.82146], [-1.53154, 0.88477, -3.84986], [-2.13077, 3.04030, -2.94563], [-0.66160, 0.32785, 1.58999], [-2.20656, 1.15927, -4.66924], [-0.69877, 0.29208, -4.24409], [-2.10912, 0.25137, -3.14500], [-2.75469, 3.16463, -3.83481], [-2.77327, 2.69007, -2.11612], [-1.69769, 4.00830, -2.66638], [-2.42022, -3.28461, -1.92055], [-3.13595, -1.66056, -1.68295], [-1.69213, -1.86600, -2.70648], [-2.23853, -3.90969, 0.64307], [-1.45191, -2.91646, 1.90321], [-2.98793, -2.38330, 1.17655], [-1.16239, 0.69265, 1.05018], [3.41715, -1.19296, 1.22337], [2.59655, -0.86136, 2.45892], [1.54147, -1.95421, 2.62122], [3.53912, -0.74025, 3.64473], [1.52631, 1.00553, 2.38044], [1.26425, 0.80552, 0.78733], [0.48171, 0.76403, 4.28841], [1.28017, 1.55644, 5.32526], [-0.94372, 1.23296, 4.10867], [0.36929, -0.60587, 4.91306], [0.97749, 3.10284, 1.97798], [1.98547, 3.71387, 1.02195], [-0.41249, 3.16238, 1.36307], [0.98763, 3.91409, 3.25116], [3.92535, -2.15912, 1.39384], [4.19792, -0.46147, 1.00779], [2.80582, -1.31243, 0.32438], [1.79105, -2.82611, 1.99668], [1.46761, -2.32677, 3.63914], [0.54707, -1.62369, 2.30195], [4.35797, -0.05514, 3.41516], [3.05832, -0.38767, 4.56153], [3.97586, -1.72620, 3.86090], [1.45715, 2.58540, 5.06407], [0.74961, 1.54135, 6.28779], [2.25876, 1.10343, 5.47914], [-1.44775, 0.58309, 3.39247], [-1.47087, 1.12926, 5.06916], [-1.04317, 2.25318, 3.77623], [-0.21685, -1.28459, 4.30894], [1.33030, -1.03979, 5.13754], [-0.16204, -0.49510, 5.87085], [2.00633, 3.20821, 0.05287], [1.70372, 4.76672, 0.84148], [2.99233, 3.72109, 1.43848], [-1.17605, 2.67378, 1.96048], [-0.71364, 4.21389, 1.25459], [-0.43856, 2.71625, 0.36352], [0.25931, 3.56476, 3.98319], [1.98165, 3.93741, 3.69617], [0.70848, 4.95109, 3.01293]],
  "forces_ev_per_angstrom": [[-0.2505, 0.0524, 0.6863], [-0.2788, -0.1392, 0.1256], [0.2333, -0.5381, 0.0003], [0.4492, -0.2666, -0.3080], [0.1308, -0.0551, -0.3480], [-0.2996, 0.6422, -0.0406], [0.0973, 0.2753, 0.7956], [0.1336, 0.1910, -0.6211], [-0.3377, 0.5629, -0.4969], [-0.5137, -0.6216, 0.2126], [-0.2084, 0.4667, 0.4678], [0.4486, -1.6151, -1.2055], [-0.0257, -0.2432, 0.0055], [0.0991, 0.0056, -0.1550], [0.1739, -0.0764, -0.1363], [-0.1573, 0.0022, -0.3223], [0.0625, -0.0298, 0.0086], [-0.2660, -0.3044, -0.2473], [-0.1638, 0.0630, 0.2728], [0.0426, 0.9121, -0.7441], [-0.3733, 0.0550, 0.2037], [-0.4442, -0.0925, -0.0074], [-0.0353, -0.3123, 0.2372], [-0.0765, -0.0442, 0.0643], [0.2781, -0.2665, 0.2082], [-1.0463, 0.7086, -1.0220], [0.1815, -0.1912, 0.0611], [-0.1692, 0.0851, 0.0677], [0.1233, 0.1156, -0.0579], [0.0648, 0.0509, 0.1269], [-0.0140, 0.0835, -0.0569], [-0.1752, -0.1664, -0.0592], [0.0271, 0.2375, 0.1151], [0.1311, -0.1638, -0.1412], [0.0366, -0.0043, 0.3559], [0.0881, 0.2171, 0.0187], [-0.0600, 0.0565, -0.1823], [0.1043, -0.1698, 0.0995], [0.0451, -0.6140, 1.2059], [0.0447, 0.1157, -0.2336], [-0.3310, 0.5508, 0.4288], [0.2905, -0.4764, -0.2197], [0.0258, -0.3516, 0.1742], [2.4287, 0.8931, 1.0961], [0.3881, -0.2431, -0.0555], [0.1095, -0.0603, -0.9926], [0.1528, 0.2422, -0.2705], [-0.2213, -0.0113, 0.4213], [-0.3844, -0.2391, 0.1528], [-0.2483, -0.3663, 0.6218], [-0.0984, -0.0471, -0.1770], [0.0423, 0.1658, -0.3356], [-0.2424, 0.4718, -0.0583], [-0.0712, 0.1617, 0.0296], [-0.0849, 0.1367, 0.0195], [0.0049, 0.1307, 0.1012], [0.0342, 0.1277, 0.0872], [-0.0332, -0.0026, -0.1134], [-0.0922, -0.0354, 0.0004], [-0.0512, 0.0101, 0.0032], [0.1395, -0.0992, -0.2716], [0.0930, 0.0720, 0.0710], [0.0437, 0.0873, 0.0639], [-0.0284, -0.0600, -0.1275], [-0.0365, -0.0139, 0.0832], [-0.2206, 0.0141, 0.0802], [-0.0834, 0.0988, -0.1012], [-0.0770, 0.1321, 0.0185], [-0.1254, -0.2481, -0.0245], [0.1336, -0.2309, 0.0627], [0.0532, 0.0351, -0.0847], [0.0263, -0.0676, 0.1294], [0.0476, -0.1545, 0.0214], [0.0783, -0.0990, 0.0241], [-0.0831, 0.0712, 0.0328], [-0.0258, 0.0355, -0.0419], [0.0610, 0.1357, 0.1709], [0.1839, 0.1899, -0.0796], [0.0194, -0.0003, 0.0825], [0.0819, 0.0603, 0.0229]],
  "s2": 8.826,
  "gap_ev": [5.273, 6.784],
  "total_energy_ha": -2925.48510,
  "spin_multiplicity": 6
}

Which formula does entry 1 have?
C48H54BrMnN11O3

Which formula does entry 3 have?
C25H50MnN2P2